Record 1
The following is a DFT calculation (the ωB97M-V functional and the def2-TZVPD basis) of a 6-piece molecular cluster, C31H61O8 overall.

Properties
- HOMO level: -4.21 eV
- Spin multiplicity: 1
- Total charge: -1
- LUMO level: 2.447 eV

Atoms and positions in Å:
C 4.3223 -1.8971 2.8510
O 4.0042 -1.0865 1.7530
C 3.0416 -0.0797 2.0166
C 2.3364 0.2933 0.7448
C 1.1743 1.2557 0.9467
C -0.0062 0.4953 1.5963
C -0.8479 1.2559 2.6250
C -1.3429 0.2919 3.7139
C -2.5523 -0.5572 3.3001
C -2.2040 -1.7705 2.4330
C -2.6516 -1.6976 0.9692
C -1.7760 -2.6696 0.1386
O -1.6754 -3.8307 0.6530
O -1.2323 -2.2594 -0.9227
H 3.7157 -1.6879 3.7294
H 4.1783 -2.9401 2.5786
H 5.3670 -1.7890 3.1431
H 2.3309 -0.3967 2.7779
H 3.5451 0.8114 2.4102
H 3.0323 0.6553 -0.0036
H 1.9002 -0.6126 0.3298
H 1.4551 2.1669 1.4621
H 0.8574 1.5336 -0.0535
H -0.6330 0.1533 0.7849
H 0.3994 -0.4000 2.0471
H -0.2935 2.0471 3.1214
H -1.7382 1.6528 2.1601
H -1.6045 0.8294 4.6257
H -0.5479 -0.4015 3.9760
H -2.9891 -0.9377 4.2220
H -3.3091 0.0823 2.8458
H -2.6045 -2.6806 2.8439
H -1.1351 -1.9114 2.4121
H -2.5741 -0.6932 0.5541
H -3.6896 -2.0072 0.8675
C 1.2599 6.5198 0.2946
C 0.2386 6.5237 1.4282
C 0.0382 5.0326 1.6645
O 1.2781 4.4005 1.3416
C 2.1287 5.3250 0.6648
H 1.8280 7.4456 0.2068
H 0.7571 6.3360 -0.6577
H 0.6661 6.9928 2.3182
H -0.6882 7.0420 1.1830
H -0.7357 4.6236 1.0064
H -0.2316 4.7976 2.6934
H 2.9366 5.6164 1.3464
H 2.5697 4.8366 -0.2052
C 0.2831 -5.6398 3.9384
C 0.6603 -5.1337 5.3300
C 0.1496 -3.6989 5.2781
O -0.9780 -3.7025 4.4119
C -1.0500 -4.9464 3.7007
H 0.2115 -6.7250 3.8696
H 1.0164 -5.2983 3.2043
H 0.1209 -5.6993 6.0951
H 1.7269 -5.1955 5.5500
H 0.9090 -3.0267 4.8574
H -0.1467 -3.3150 6.2575
H -1.8817 -5.5331 4.1139
H -1.2512 -4.7423 2.6457
C 2.7566 -1.0115 -4.5765
C 1.2791 -1.3487 -4.3979
C 1.1049 -1.2143 -2.8905
O 2.0469 -0.2023 -2.4750
C 2.9524 0.0808 -3.5320
H 3.0175 -0.6839 -5.5843
H 3.3700 -1.8824 -4.3308
H 0.6637 -0.6093 -4.9173
H 1.0074 -2.3328 -4.7684
H 1.3447 -2.1459 -2.3737
H 0.1012 -0.9191 -2.5958
H 2.7094 1.0691 -3.9464
H 3.9711 0.1136 -3.1370
C -4.8265 4.1090 0.9645
C -4.4499 5.5818 1.0955
C -3.7096 5.5924 2.4264
O -3.0875 4.3157 2.5554
C -3.6041 3.4241 1.5582
H -5.0292 3.7950 -0.0579
H -5.7106 3.8941 1.5695
H -3.7736 5.8677 0.2858
H -5.3033 6.2592 1.0811
H -4.4021 5.7285 3.2655
H -2.9455 6.3710 2.4797
H -2.8315 3.2632 0.7991
H -3.8387 2.4654 2.0184
C 1.4335 -3.5179 -9.4363
C -0.0464 -3.8459 -9.2618
C -0.2155 -3.7110 -7.7540
O 0.7189 -2.7161 -7.3316
C 1.6319 -2.4298 -8.3892
H 1.6973 -3.1907 -10.4414
H 2.0414 -4.3919 -9.1912
H -0.6575 -3.1015 -9.7779
H -0.3261 -4.8313 -9.6319
H 0.0214 -4.6492 -7.2413
H -1.2205 -3.4044 -7.4643
H 1.3937 -1.4400 -8.7956
H 2.6467 -2.4041 -7.9898

Atoms 1-6, force components in eV/Å:
0.2 -0.2 0.0
-0.2 -0.1 0.1
0.4 0.6 -0.1
-0.4 -0.3 -0.2
-0.3 -0.5 -0.2
0.4 0.8 -0.2

Record 2
The following is a DFT calculation (the ωB97M-V functional and the def2-TZVPD basis) of a 2-piece molecular cluster, C8H16O4 overall.

Properties
- HOMO level: -9.50 eV
- Spin multiplicity: 1
- Energy relative to the best compared isomer or geometry (same formula, charge and spin): 337.0 kJ/mol
- LUMO level: 0.895 eV

Atoms and positions in Å:
O 3.1483 -0.1138 -1.3959
O 0.9914 -0.1914 -0.4830
C 1.8809 0.5291 -1.2935
C 3.7333 -0.2996 -0.1236
C 1.5174 -0.4873 0.8714
C 2.8038 -1.2677 0.6183
H 2.0355 1.5467 -0.8859
H 1.2961 0.6263 -2.2284
H 4.7507 -0.6963 -0.3053
H 3.8396 0.7006 0.3386
H 1.7110 0.3676 1.5475
H 0.7283 -1.1105 1.3344
H 2.6462 -2.1183 -0.0723
H 3.3506 -1.6486 1.5022
O -3.5059 -0.0201 -0.9680
O -1.3215 -0.2355 -0.9342
C -2.4855 -0.9005 -1.0646
C -3.7029 0.6767 0.2421
C -1.1983 0.4402 0.3498
C -2.3789 1.3591 0.6989
H -2.5790 -1.6631 -0.2677
H -2.6184 -1.4121 -2.0373
H -4.4715 1.4536 0.0659
H -4.1260 -0.0606 0.9512
H -1.0717 -0.3501 1.1145
H -0.2738 1.0489 0.3386
H -2.3488 2.3849 0.2837
H -2.3509 1.4418 1.8025

Atoms 1-6, force components in eV/Å:
-0.8 0.7 -1.4
2.2 -0.2 1.6
-0.1 -0.1 0.6
0.1 -0.2 -0.5
-0.2 -1.4 -1.1
1.2 0.2 0.4

Record 3
The following is a DFT calculation (the ωB97M-V functional and the def2-TZVPD basis) of one molecule with the formula C2H7NO.

Properties
- HOMO level: -9.49 eV
- Spin multiplicity: 1
- Energy relative to the best compared isomer or geometry (same formula, charge and spin): 138.0 kJ/mol
- LUMO level: 0.925 eV

Atoms and positions in Å:
C -0.5925 0.5831 -0.1394
O -1.7253 0.9228 0.6310
C 0.2197 -0.6321 0.4903
N 1.5379 -0.8488 -0.2739
H -0.0458 1.4623 -0.1257
H -0.5753 0.2221 -1.1785
H -2.1424 1.6186 0.2697
H -0.4316 -1.5301 0.3463
H 0.5048 -0.4747 1.5455
H 1.4123 -1.4293 -1.0539
H 1.8381 0.1060 -0.5114

Atoms 1-6, force components in eV/Å:
1.3 -2.3 1.0
1.5 -4.8 1.5
0.4 0.2 -0.9
-1.5 2.0 2.5
2.0 1.6 -0.2
-1.6 0.4 -0.2

Record 4
The following is a DFT calculation (the ωB97M-V functional and the def2-TZVPD basis) of a 11-piece molecular cluster, C63H119F4N5O19 overall.

Properties
- HOMO level: -7.77 eV
- Spin multiplicity: 1
- LUMO level: 0.355 eV

Atoms and positions in Å:
C -13.3147 9.6952 9.1519
C -13.3235 8.1579 8.9288
C -12.6246 7.8971 7.5956
C -11.1059 7.9880 7.7033
C -10.5584 7.0472 8.7655
C -11.2385 7.1943 10.1392
N -12.6690 7.3910 9.9670
O -13.3964 7.4619 11.1657
C -11.0148 5.8828 10.8759
C -10.5729 8.3724 10.8980
C -14.7765 7.7274 8.8087
H -13.6829 10.1713 8.2429
H -12.3362 10.1150 9.3665
H -13.9932 9.9288 9.9774
H -12.9544 6.9293 7.1991
H -12.9253 8.6498 6.8628
H -10.8547 9.0319 7.9065
H -10.7080 7.7481 6.7146
H -9.5422 7.4340 8.9120
H -10.4117 6.0338 8.3893
H -9.9679 5.5818 10.8846
H -11.3759 5.9448 11.9036
H -11.6350 5.1373 10.3737
H -9.4949 8.3703 10.7625
H -10.9711 9.3207 10.5454
H -10.8601 8.3104 11.9486
H -15.2533 8.3217 8.0163
H -15.3271 7.9886 9.7104
H -14.8362 6.7051 8.4351
H -13.1608 8.2706 11.6466
C -8.8759 10.4479 5.9662
C -9.0892 11.9376 6.2585
C -7.7700 12.7154 6.2617
C -7.2364 13.1200 4.8834
C -8.3685 13.8092 4.1437
C -9.5990 12.9176 3.9312
N -9.9989 12.5407 5.2806
O -11.2759 11.9258 5.3470
C -10.6725 13.8131 3.3363
C -9.2955 11.7335 2.9736
C -9.6842 12.0376 7.6572
H -9.7793 9.8712 6.1347
H -8.0577 10.0601 6.5828
H -8.4978 10.2272 4.9635
H -7.8279 13.5780 6.9291
H -6.9888 12.1071 6.7393
H -6.8611 12.2724 4.3126
H -6.4451 13.8453 5.0838
H -8.0143 14.1538 3.1596
H -8.6736 14.7492 4.6114
H -11.0757 14.4754 4.1050
H -10.2939 14.4310 2.5206
H -11.5384 13.2694 2.9456
H -8.2482 11.4360 3.0263
H -9.9176 10.9008 3.2838
H -9.4281 12.1126 1.9622
H -9.0473 11.5811 8.4229
H -10.6245 11.4839 7.6447
H -9.8151 13.0509 8.0407
H -11.2123 11.1024 4.8382
C -10.6879 0.5016 5.7455
C -10.4616 2.0204 5.7958
C -8.9633 2.3129 5.8334
C -8.4267 2.9944 4.5801
C -9.2408 4.2615 4.2972
C -10.7300 3.9083 4.0696
N -11.0177 2.5576 4.5277
O -12.4102 2.3082 4.4585
C -11.5894 4.9649 4.7674
C -10.9888 4.0136 2.5683
C -11.1517 2.5874 7.0351
H -9.9673 -0.0039 5.0955
H -11.6990 0.1718 5.5371
H -10.3656 0.1371 6.7317
H -8.6345 2.8817 6.7047
H -8.4067 1.3675 5.8665
H -8.5341 2.3777 3.6821
H -7.3556 3.1891 4.6712
H -8.7410 4.7377 3.4544
H -9.2386 4.9526 5.1444
H -11.2532 5.2130 5.7734
H -11.6651 5.8807 4.1784
H -12.6090 4.5812 4.8593
H -10.6729 4.9814 2.1860
H -10.4695 3.2129 2.0333
H -12.0500 3.8528 2.3522
H -10.7943 2.1489 7.9635
H -12.2342 2.4340 7.0214
H -11.0108 3.6693 7.0701
H -12.4757 1.5371 3.8872
C -9.4056 -2.5534 14.2839
C -9.3640 -1.3533 13.3458
C -10.4071 -1.5923 12.2508
C -10.7494 -0.3318 11.4718
C -11.2836 0.7547 12.3943
C -10.2979 1.0763 13.5258
N -9.7917 -0.1748 14.0896
O -9.1038 -0.0041 15.3130
C -9.1613 1.9466 12.9860
C -11.0092 1.8248 14.6352
C -7.9396 -1.2391 12.7689
H -9.1115 -3.4636 13.7490
H -10.4136 -2.7585 14.6490
H -8.7338 -2.4634 15.1353
H -9.9868 -2.2541 11.4843
H -11.2679 -2.0693 12.7159
H -11.5210 -0.5646 10.7287
H -9.9225 0.0275 10.8578
H -12.2451 0.4837 12.8307
H -11.3614 1.6855 11.8235
H -9.4532 2.9700 12.7036
H -8.3849 2.1337 13.7357
H -8.7340 1.5960 12.0443
H -10.2973 2.3379 15.2799
H -11.6543 2.6163 14.2379
H -11.6728 1.1807 15.2108
H -7.2454 -1.0169 13.5859
H -7.8688 -0.3498 12.1377
H -7.6375 -2.1088 12.1928
H -8.1838 0.1602 15.0583
C -19.3400 9.4729 9.1953
C -19.7584 8.1989 8.4182
C -18.5673 7.2488 8.3619
C -18.2837 6.5176 9.6654
C -19.5328 5.8844 10.2610
C -20.7305 6.8471 10.3533
N -20.8591 7.4790 9.0501
O -22.1336 8.0576 8.8497
C -21.9531 5.9664 10.6216
C -20.4877 7.7935 11.5468
C -20.1662 8.5920 7.0005
H -18.4474 9.3290 9.8123
H -20.0767 10.0053 9.7962
H -18.9505 10.2070 8.4747
H -18.5544 6.6058 7.4761
H -17.7222 7.9077 8.1030
H -17.7122 7.1735 10.3282
H -17.5320 5.7484 9.4491
H -19.2478 5.6524 11.2970
H -19.8105 4.9386 9.7991
H -21.7841 5.3800 11.5246
H -22.8641 6.5537 10.7165
H -22.0716 5.2811 9.7809
H -20.7159 7.2613 12.4736
H -19.4400 8.0857 11.6204
H -21.1072 8.6913 11.5254
H -19.2868 8.9512 6.4647
H -21.0072 9.2783 7.0013
H -20.4746 7.6942 6.4563
H -22.0588 8.9642 9.1900
C -17.6503 4.2511 13.9714
C -16.8283 5.5266 13.9640
O -16.8525 6.2997 14.8956
C -15.9715 5.8039 12.7463
H -18.4133 4.3313 13.1976
H -18.0837 4.1515 14.9646
H -17.0014 3.3921 13.7996
H -15.0639 5.2232 12.5937
H -15.6149 6.8223 12.9210
H -16.6172 5.8017 11.8673
C -8.9322 4.8695 16.8761
C -9.2147 5.1827 15.4223
O -10.3614 5.3060 15.0657
C -8.0169 5.3728 14.5314
H -7.9020 5.0142 17.1937
H -9.2035 3.8259 17.0627
H -9.5868 5.4803 17.4991
H -7.1142 4.8815 14.8833
H -7.8594 6.4546 14.4782
H -8.2238 5.0223 13.5192
C -12.6650 7.8255 15.9598
C -12.1389 7.9130 14.5383
O -10.9367 8.5961 14.6426
C -10.5169 8.5491 15.9441
O -9.4949 9.0018 16.3330
O -11.4436 7.9541 16.7211
F -13.0233 8.5768 13.7245
H -13.1316 6.8703 16.1755
H -13.3141 8.6479 16.2609
H -12.0752 6.9071 14.1210
C -6.3060 8.0574 4.6376
C -7.4570 7.1839 5.1085
O -8.4534 7.3379 4.1205
C -7.8458 7.8392 3.0018
O -8.3740 7.9459 1.9506
O -6.5322 8.0836 3.2335
F -7.9259 7.4737 6.3417
H -5.3491 7.5881 4.8463
H -6.3519 9.0462 5.0990
H -7.1304 6.1375 5.1201
C -17.0039 13.9009 10.9111
C -15.5142 13.9783 10.6323
O -15.0460 12.6613 10.8431
C -16.0771 11.8916 11.3424
O -15.9882 10.7512 11.6319
O -17.1261 12.6834 11.6477
F -14.8794 14.8725 11.4307
H -17.5722 13.8638 9.9796
H -17.4096 14.7075 11.5139
H -15.2601 14.1970 9.5950
C -13.4121 9.5611 1.8384
C -12.1315 9.3330 1.0453
O -11.1806 8.9065 1.9862
C -11.6855 9.0008 3.2461
O -11.1211 8.6822 4.2363
O -12.9605 9.4276 3.2082
F -11.6994 10.4628 0.4225
H -14.2162 8.8604 1.6422
H -13.7512 10.5943 1.8041
H -12.1772 8.5412 0.2990

Atoms 1-6, force components in eV/Å:
-0.4 -0.3 0.3
0.5 1.1 -0.7
0.2 -0.2 -0.2
-0.9 -0.5 -0.4
1.0 1.4 -0.3
0.5 0.3 -0.3

- Among the records above, which one has the lowest HOMO level?
  C8H16O4